Here is C5H12DyO3 as an isolated structure at a distorted geometry from the Open Molecules 2025 dataset. Energies are from the ωB97M-V functional and the def2-TZVPD basis.

Geometry as XYZ:
```
21
Properties=species:S:1:pos:R:3:forces:R:3
O -1.669836 -1.899302 0.173911 -0.602 0.111 -0.417
C -0.833160 -2.267893 1.207432 0.592 -0.856 1.536
C 0.299003 -1.281432 1.465168 0.061 0.256 0.635
O 1.070022 -1.194622 0.273957 -1.308 -0.474 -1.673
C 1.758361 -0.044008 -0.147142 0.734 0.289 0.323
C 0.993640 1.261358 -0.103808 0.431 0.201 0.519
O -0.223202 1.118529 -0.827665 -0.129 -0.728 -0.250
C -0.964234 2.320739 -0.976823 -0.225 0.805 -0.138
H -0.376966 -3.257331 0.990216 -0.307 0.382 0.225
H -1.407283 -2.333878 2.154210 0.264 -0.180 -0.398
H 0.964495 -1.642196 2.262643 -0.338 0.086 -0.010
H -0.117303 -0.304432 1.759000 0.127 -0.148 -0.116
H 2.045839 -0.259984 -1.186938 0.150 0.091 0.282
H 2.664041 0.056847 0.465855 0.007 0.251 -0.279
H 1.594226 2.046390 -0.587512 -0.063 -0.185 0.250
H 0.748539 1.558485 0.927391 0.108 0.043 -0.288
H -1.944281 2.047663 -1.383676 0.105 0.209 0.055
H -1.080256 2.815469 -0.002011 -0.052 -0.165 -0.284
H -0.444880 2.986574 -1.680288 -0.215 -0.140 0.200
H -1.890149 -0.837484 -3.331919 -0.200 -0.168 0.204
Dy -1.186616 -0.889493 -1.452000 0.861 0.321 -0.374
```
Forces are in eV/Å.

## Properties
Frontier orbital gap (alpha / beta) ... 8.7 / 8.5 eV
Net charge ... +1
Expectation value of S² ... 9.3620
Largest force on an atom ... 0.0423 hartree/bohr
2S+1 ... 6
DFT total energy ... -35597.584 eV
HOMO (alpha / beta) ... -12.87 / -12.66 eV

Atom charges from the Löwdin analysis, given in e for atoms 1 to 5:
1. O -0.445
2. C -0.297
3. C -0.176
4. O -0.190
5. C -0.177


Here is a 2-piece molecular cluster, C5H12F3NO2SSi overall at a distorted geometry from the Open Molecules 2025 dataset. Energies are from the ωB97M-V functional and the def2-TZVPD basis.

Geometry as XYZ:
```
25
Properties=species:S:1:pos:R:3:forces:R:3
C -0.370367 2.007866 -1.120573 0.153 0.187 -0.223
C 2.710496 0.875238 -1.616777 -0.602 -0.215 0.456
C 1.932197 -0.076109 1.299733 -0.091 -0.042 -0.797
C 0.902509 -1.639829 -1.252561 0.233 0.655 0.357
C -3.039298 -0.797591 2.305012 0.395 0.196 -0.309
N -0.094077 0.992984 -0.445933 0.279 0.056 -0.211
O -3.054530 0.413612 -0.018407 -0.190 -0.766 -0.294
O -2.210705 -1.895976 -0.017159 -0.327 -0.979 -0.873
F -4.133911 -1.538063 2.184071 0.154 0.015 -0.165
F -2.267019 -1.330814 3.271906 -0.045 -0.019 -0.370
F -3.402351 0.428154 2.731660 0.072 -0.061 -0.160
Si 1.388246 0.041251 -0.518173 0.552 -0.289 -0.006
S -1.983690 -0.639802 0.625168 -0.978 0.740 2.551
H -2.842361 1.326251 0.180631 0.377 0.357 0.187
H -1.332162 2.502117 -1.001930 -0.264 0.209 -0.039
H 0.293683 2.467175 -1.857198 0.146 0.095 -0.119
H 2.361322 0.958192 -2.642910 -0.089 -0.015 -0.167
H 2.947023 1.876611 -1.267537 0.033 0.171 0.101
H 3.636740 0.310265 -1.637058 0.134 -0.183 0.062
H 1.207923 -0.630044 1.887357 -0.199 -0.117 0.071
H 2.883909 -0.590398 1.380003 0.219 -0.137 0.013
H 2.049529 0.902450 1.753901 -0.012 0.233 -0.010
H 0.066438 -2.083815 -0.724818 -0.134 -0.086 0.106
H 0.615833 -1.545014 -2.295611 -0.043 0.102 -0.187
H 1.734624 -2.334707 -1.202795 0.225 -0.107 0.026
```
Forces are in eV/Å.

## Properties
Frontier orbital gap ... 9.6 eV
Largest force on an atom ... 0.0550 hartree/bohr
2S+1 ... 1
DFT total energy ... -37829.747 eV
HOMO ... -9.10 eV

Atom charges from the Löwdin analysis, given in e for atoms 1 to 5:
1. C -0.105
2. C -0.179
3. C -0.166
4. C -0.161
5. C -0.680


Here is a 2-piece molecular cluster, C5H12FN2 overall at a distorted geometry from the Open Molecules 2025 dataset. Energies are from the ωB97M-V functional and the def2-TZVPD basis.

Geometry as XYZ:
```
20
Properties=species:S:1:pos:R:3:forces:R:3
C 1.193101 2.758418 0.835850 3.096 2.562 1.058
C 1.151289 1.548867 0.330671 -1.526 -0.043 -0.465
C 2.184304 0.465574 0.288159 0.404 0.513 -1.946
C -1.369773 -2.010528 0.634049 -1.534 1.839 1.090
C -2.059848 -1.181789 -1.478363 -2.767 -3.307 -2.202
N -0.193781 1.254048 -0.086709 1.024 -1.915 -2.356
N -1.265520 -1.199503 -0.548383 3.237 2.690 1.191
F -0.176114 1.290676 -1.669380 0.261 -0.284 1.558
H 0.330905 3.368779 1.002139 -0.565 0.185 -0.422
H 2.143937 3.336576 1.133192 -1.374 -1.541 -0.117
H 2.002977 -0.312629 -0.467147 -0.442 0.207 0.298
H 2.309977 0.025966 1.239826 0.127 -0.530 1.075
H 3.151757 0.861661 -0.050546 -0.233 0.172 0.404
H -1.350487 -3.066928 0.473572 0.523 -0.522 -0.091
H -0.646613 -1.527696 1.300125 -0.084 -1.092 0.297
H -2.392792 -1.711021 0.980055 0.876 -0.741 0.417
H -2.761206 -2.068691 -1.526997 0.364 1.294 -0.063
H -2.026993 -0.518407 -2.296475 0.222 1.012 -0.589
H -0.604499 -0.289300 -0.434691 -1.209 -1.382 0.041
H -0.813174 2.032330 -0.080177 -0.400 0.885 0.823
```
Forces are in eV/Å.

## Properties
Frontier orbital gap ... 9.8 eV
Net charge ... +1
Largest force on an atom ... 0.0942 hartree/bohr
2S+1 ... 1
DFT total energy ... -11066.549 eV
HOMO ... -13.84 eV

Atom charges from the Löwdin analysis, given in e for atoms 1 to 5:
1. C 0.112
2. C -0.363
3. C -0.022
4. C -0.004
5. C 0.110


Here is C5H12FNO4P as an isolated structure at a distorted geometry from the Open Molecules 2025 dataset. Energies are from the ωB97M-V functional and the def2-TZVPD basis.

Geometry as XYZ:
```
24
Properties=species:S:1:pos:R:3:forces:R:3
C 0.488542 0.894850 -1.305485 -0.048 0.455 -0.800
C 1.566154 -0.053253 0.640023 0.576 -0.025 0.288
C -0.161197 -1.260097 -0.486075 -0.412 -0.840 -0.268
C -0.709368 0.733785 0.731115 -2.285 0.685 0.204
C -2.512937 1.013345 -0.206256 1.551 -0.560 0.813
N 0.294774 0.078783 -0.100335 0.901 -0.025 0.250
O -4.819492 -0.389299 0.115624 0.539 -0.145 -0.373
O -2.729870 -1.411017 1.169763 0.055 0.388 0.047
O -3.037521 -1.435486 -1.386736 -0.008 0.295 -0.107
O -2.339914 1.647935 -1.234062 -0.365 0.201 -0.496
F -3.065090 1.781443 0.902638 -0.035 -0.087 0.106
P -3.215163 -0.737883 -0.079685 -0.810 -0.343 0.048
H -0.497754 1.080240 -1.744048 0.120 -0.042 0.089
H 0.924256 1.856266 -1.032800 0.008 -0.076 0.118
H 1.137928 0.382407 -2.015700 0.074 -0.099 0.115
H 1.394861 -0.668671 1.522514 -0.092 0.027 -0.092
H 2.337022 -0.517325 0.020887 -0.043 -0.027 -0.126
H 1.908667 0.930619 0.962445 -0.142 -0.028 -0.097
H -0.427853 -1.826566 0.403070 0.051 0.090 0.090
H -1.081789 -1.186282 -1.072880 0.230 -0.024 -0.145
H 0.614070 -1.774635 -1.053926 0.134 0.124 -0.025
H -0.381099 1.734746 1.001127 0.142 0.125 -0.167
H -0.957366 0.141471 1.599898 0.163 -0.286 0.102
H -4.844155 -0.027042 1.001132 -0.301 0.219 0.425
```
Forces are in eV/Å.

## Properties
Frontier orbital gap ... 6.4 eV
Net charge ... -1
Largest force on an atom ... 0.0466 hartree/bohr
2S+1 ... 1
DFT total energy ... -27067.996 eV
HOMO ... -3.52 eV

Atom charges from the Löwdin analysis, given in e for atoms 1 to 5:
1. C -0.021
2. C -0.042
3. C -0.038
4. C -0.098
5. C -0.579


Here is C5H12FO2Pt as an isolated structure at a distorted geometry from the Open Molecules 2025 dataset. Energies are from the ωB97M-V functional and the def2-TZVPD basis.

Geometry as XYZ:
```
21
Properties=species:S:1:pos:R:3:forces:R:3
F 0.901498 1.944590 0.006989 -0.481 0.002 0.507
C -0.343660 -1.376609 2.551518 -0.284 -0.613 -0.132
O -0.081057 -0.402516 1.508105 0.851 -0.819 -2.143
C -0.125346 0.978031 1.961292 -0.649 0.538 0.054
C 0.947113 1.863359 1.403387 0.992 -0.089 -0.591
H -0.410602 -2.376806 2.116173 0.217 0.294 -0.279
H 0.543543 -1.338251 3.190001 -0.569 0.045 0.284
H -1.330206 -1.157536 2.974924 0.474 0.129 0.410
H 0.020671 0.936975 3.046777 -0.266 0.066 -0.205
H -1.124201 1.355808 1.702600 0.157 -0.013 0.250
H 1.956000 1.501227 1.631820 -0.141 -0.189 0.159
H 0.874046 2.863609 1.843101 -0.329 -0.083 -0.165
Pt 2.563902 -0.868626 0.618887 0.169 -0.169 -0.101
C -0.482732 -2.291444 -1.747320 0.993 -0.141 -1.359
O -0.895161 -2.057170 -0.410338 0.652 1.863 1.666
C -0.848036 -0.762827 -0.016615 -3.547 -0.276 -0.164
H -0.616282 -3.359859 -1.943478 0.018 0.339 0.140
H -1.090398 -1.702536 -2.451105 0.032 -0.273 0.318
H 0.572377 -2.010281 -1.894241 -0.269 -0.194 0.154
H -1.859088 -0.502000 0.325019 0.322 -0.147 0.746
H -0.674821 0.013935 -0.773477 1.659 -0.268 0.450
```
Forces are in eV/Å.

## Properties
Frontier orbital gap (alpha / beta) ... 7.9 / 7.5 eV
Net charge ... +1
Expectation value of S² ... 2.0018
Largest force on an atom ... 0.0693 hartree/bohr
2S+1 ... 3
DFT total energy ... -15425.095 eV
HOMO (alpha / beta) ... -11.57 / -12.60 eV

Atom charges from the Löwdin analysis, given in e for atoms 1 to 5:
1. F -0.059
2. C 0.008
3. O -0.347
4. C -0.113
5. C -0.183


Here is C5H12LiN2OS as an isolated structure from the Open Molecules 2025 dataset. Energies are from the ωB97M-V functional and the def2-TZVPD basis.

Geometry as XYZ:
```
22
Properties=species:S:1:pos:R:3:forces:R:3
Li -1.323191 0.322377 2.262214 -0.111 -0.023 -0.393
C -0.776891 -0.332423 4.964314 -0.254 -0.128 0.662
O -0.273591 -0.011923 3.665614 0.403 -0.022 0.353
H -0.759991 0.548977 5.609214 -0.020 -0.092 -0.049
H -0.192891 -1.134123 5.421314 -0.072 0.068 -0.094
H -1.804491 -0.671923 4.850614 0.012 -0.003 0.016
H 0.661509 0.187177 3.783714 0.003 0.077 -0.419
C 2.117709 0.540777 -1.302686 0.388 0.161 0.149
N 0.782509 0.257177 -1.742486 -0.493 -0.124 0.083
C 0.525209 -0.351823 -3.037586 0.123 -0.120 -0.310
C -1.004991 -0.522523 -3.055486 -0.087 -0.250 -0.312
N -1.387491 -0.048323 -1.733886 0.046 0.020 -0.025
C -0.339491 0.447777 -1.056086 -0.147 -0.208 -0.286
S -0.425091 1.267877 0.404614 -0.028 0.477 0.557
H 2.736409 -0.352823 -1.402886 -0.018 0.005 0.005
H 2.094909 0.851377 -0.258086 0.011 -0.018 -0.167
H 2.554609 1.337977 -1.907286 0.016 -0.005 0.040
H 1.056209 -1.305523 -3.118686 -0.072 0.097 0.013
H 0.890809 0.310677 -3.826386 -0.068 -0.105 -0.017
H -1.304591 -1.564723 -3.183686 0.077 0.094 -0.054
H -1.482691 0.070377 -3.839486 0.091 -0.027 0.090
H -2.344491 0.153577 -1.496886 0.199 0.126 0.155
```
Forces are in eV/Å.

## Properties
Frontier orbital gap ... 9.2 eV
Net charge ... +1
Largest force on an atom ... 0.0143 hartree/bohr
2S+1 ... 1
DFT total energy ... -21443.552 eV
HOMO ... -12.34 eV

Atom charges from the Löwdin analysis, given in e for atoms 1 to 5:
1. Li 0.627
2. C -0.098
3. O -0.226
4. H 0.097
5. H 0.099


Quick rundown of energy relative to the best compared isomer or geometry (same formula, charge and spin), same order as above: 0.000; 0.422; 3.617; 0.000; 0.625; 0.145 eV